C4H10N2O | ωB97M-V/def2-TZVPD

Geometry as XYZ:
```
17
C4H10N2O ωB97M-V/def2-TZVPD
N -1.36 2.07 -0.05
C -1.33 0.74 -0.60
C -0.63 -0.29 0.29
N 0.03 -1.36 -0.36
C 1.49 -1.32 -0.45
C 2.17 0.01 -0.10
O -0.69 -0.20 1.49
H -0.61 2.69 -0.30
H -1.37 2.03 0.97
H -0.88 0.72 -1.59
H -2.36 0.38 -0.76
H -0.42 -1.46 -1.26
H 1.92 -2.05 0.23
H 1.80 -1.73 -1.42
H 2.16 0.76 -0.89
H 1.68 0.42 0.79
H 3.18 -0.20 0.21
```

The calculation puts the HOMO-LUMO gap at 9.8 eV. The value obtained for the total energy is -9337.424 eV. Its total charge is 0. The calculation puts the energy above the lowest of the compared OMol25 structures with the same formula, charge and spin at 1.563 eV. The LUMO energy comes out at 0.83 eV. The calculation puts the molecular weight at 102.1 g/mol. Its spin multiplicity is 1.

C4H10N2O | ωB97M-V/def2-TZVPD

Geometry as XYZ:
```
17
C4H10N2O ωB97M-V/def2-TZVPD
C 1.00 0.88 1.17
C 0.74 -0.18 0.14
C -0.36 0.09 -0.90
C -1.75 0.46 -0.34
N -2.44 -0.62 0.26
O -2.24 1.50 -0.64
N 2.03 -0.55 -0.53
H 1.83 0.60 1.82
H 0.11 1.06 1.79
H 1.29 1.82 0.67
H 0.47 -1.14 0.61
H -0.03 0.91 -1.55
H -0.49 -0.87 -1.41
H -2.33 -1.56 -0.11
H -1.91 -0.75 1.14
H 2.09 -0.11 -1.44
H 2.00 -1.55 -0.69
```

The calculation puts the HOMO-LUMO gap at 10.1 eV. The value obtained for the total energy is -9337.335 eV. Its total charge is 0. The calculation puts the energy above the lowest of the compared OMol25 structures with the same formula, charge and spin at 1.653 eV. The LUMO energy comes out at 0.54 eV. The calculation puts the molecular weight at 102.1 g/mol. Its spin multiplicity is 1.